# C44H66BrFeN2O3SSe

A molecular structure, C44H66BrFeN2O3SSe (ωB97M-V/def2-TZVPD, the OMol25 dataset).

Last column: Löwdin charge in e.
Element x y z (Å)
Fe (-0.092, -0.006, -0.175)  0.4538
C (2.790, 6.029, 3.542)  -0.0519
C (3.319, 5.625, 2.160)  -0.5606
C (3.630, 6.910, 1.387)  -0.0704
C (4.632, 4.841, 2.310)  -0.0520
C (2.308, 4.730, 1.455)  -0.1954
C (1.922, 3.535, 2.048)  -0.1103
C (1.083, 2.658, 1.385)  -0.3544
Se (0.872, 0.855, 2.153)  1.1574
C (-0.838, 0.396, 2.991)  -0.3583
C (-0.827, 0.246, 4.365)  -0.1040
C (-1.911, -0.305, 5.029)  -0.1945
C (-3.023, -0.645, 4.259)  0.0169
C (-3.069, -0.519, 2.885)  -0.0926
C (-1.923, -0.030, 2.185)  -0.3955
O (-1.871, -0.002, 0.901)  -0.1933
C (-4.299, -0.921, 2.076)  -0.5304
C (-4.785, 0.304, 1.290)  -0.0428
C (-3.939, -2.051, 1.101)  -0.0348
C (-5.462, -1.407, 2.951)  -0.0734
C (-1.820, -0.583, 6.524)  -0.5604
C (-3.109, -1.167, 7.111)  -0.0713
C (-1.503, 0.709, 7.287)  -0.0542
C (-0.698, -1.609, 6.752)  -0.0498
C (0.601, 2.910, 0.074)  -0.4164
O (-0.088, 2.044, -0.568)  -0.2202
C (0.953, 4.169, -0.503)  -0.0897
C (1.786, 5.019, 0.193)  0.0196
C (0.425, 4.496, -1.897)  -0.5309
C (0.951, 3.465, -2.905)  -0.0460
C (-1.109, 4.453, -1.867)  -0.0433
C (0.843, 5.887, -2.391)  -0.0741
H (3.506, 6.680, 4.043)  0.0763
H (2.619, 5.158, 4.168)  0.0723
H (1.848, 6.562, 3.439)  0.0882
H (4.335, 7.514, 1.958)  0.0782
H (2.731, 7.501, 1.229)  0.0839
H (4.082, 6.688, 0.423)  0.0831
H (5.392, 5.450, 2.800)  0.0776
H (5.002, 4.549, 1.328)  0.0879
H (4.479, 3.940, 2.897)  0.0630
H (2.278, 3.248, 3.031)  0.0945
H (0.064, 0.555, 4.897)  0.0897
H (-3.886, -1.036, 4.768)  0.0824
H (-3.989, 0.680, 0.655)  0.0752
H (-5.087, 1.094, 1.976)  0.0850
H (-5.638, 0.042, 0.665)  0.0773
H (-3.132, -1.739, 0.445)  0.0680
H (-4.799, -2.319, 0.489)  0.0804
H (-3.616, -2.934, 1.648)  0.0755
H (-5.766, -0.642, 3.663)  0.0797
H (-5.200, -2.317, 3.488)  0.0796
H (-6.319, -1.631, 2.316)  0.0780
H (-3.948, -0.493, 6.961)  0.0833
H (-2.987, -1.319, 8.183)  0.0779
H (-3.340, -2.130, 6.662)  0.0820
H (-2.284, 1.446, 7.115)  0.0869
H (-0.557, 1.135, 6.966)  0.0713
H (-1.444, 0.511, 8.357)  0.0756
H (-0.935, -2.532, 6.228)  0.0831
H (-0.582, -1.831, 7.813)  0.0769
H (0.248, -1.238, 6.370)  0.0742
H (2.049, 5.958, -0.263)  0.0840
H (0.651, 2.463, -2.616)  0.0577
H (2.038, 3.493, -2.949)  0.0838
H (0.555, 3.666, -3.900)  0.0788
H (-1.449, 3.476, -1.540)  0.0738
H (-1.513, 4.642, -2.861)  0.0771
H (-1.495, 5.208, -1.183)  0.0860
H (1.923, 5.960, -2.505)  0.0796
H (0.499, 6.667, -1.713)  0.0798
H (0.390, 6.068, -3.366)  0.0779
C (-2.416, -5.734, -4.259)  -0.0709
C (-1.847, -6.245, -2.931)  -0.5611
C (-0.665, -7.173, -3.244)  -0.0518
C (-2.942, -7.054, -2.222)  -0.0507
C (-1.343, -5.116, -2.044)  -0.1933
C (-1.375, -3.793, -2.447)  -0.0973
C (-0.798, -2.824, -1.656)  -0.4588
Br (-0.896, -0.979, -2.322)  0.8803
C (-0.151, -3.064, -0.425)  -0.4075
O (0.467, -2.132, 0.211)  -0.1996
C (-0.224, -4.423, 0.029)  -0.0855
C (-0.779, -5.383, -0.793)  0.0097
C (0.270, -4.756, 1.437)  -0.5235
C (0.234, -6.254, 1.772)  -0.0700
C (1.715, -4.276, 1.634)  -0.0537
C (-0.638, -4.019, 2.434)  -0.0300
H (-2.724, -6.579, -4.875)  0.0788
H (-1.669, -5.171, -4.812)  0.0821
H (-3.285, -5.100, -4.097)  0.0848
H (-0.975, -7.974, -3.913)  0.0775
H (-0.272, -7.616, -2.333)  0.0741
H (0.134, -6.609, -3.720)  0.0887
H (-3.319, -7.832, -2.885)  0.0773
H (-3.771, -6.410, -1.938)  0.0874
H (-2.557, -7.530, -1.324)  0.0730
H (-1.827, -3.478, -3.371)  0.0861
H (-0.779, -6.406, -0.451)  0.0932
H (0.879, -6.824, 1.106)  0.0825
H (-0.774, -6.661, 1.723)  0.0779
H (0.590, -6.398, 2.792)  0.0790
H (2.367, -4.684, 0.863)  0.0909
H (2.086, -4.588, 2.610)  0.0802
H (1.741, -3.193, 1.580)  0.0480
H (-1.653, -4.411, 2.384)  0.0824
H (-0.661, -2.957, 2.208)  0.0772
H (-0.270, -4.141, 3.452)  0.0807
C (4.428, 0.314, 2.349)  -0.1056
N (3.998, 0.658, 1.015)  -0.0687
C (3.411, -0.199, 0.147)  -0.9531
N (3.468, -1.530, 0.386)  0.1160
S (2.782, 0.391, -1.273)  0.6574
H (4.750, 1.227, 2.844)  0.0778
H (5.266, -0.390, 2.315)  0.0845
H (3.609, -0.116, 2.942)  0.0558
H (3.747, 1.627, 0.868)  0.0974
H (3.565, -1.846, 1.338)  0.0830
H (2.846, -2.087, -0.183)  0.0749

As for the charge: -1. Its multiplicity is 5. The value obtained for the orbital gap (spin up / spin down) is 6.9 / 6.9 eV.